Density functional theory data (wB97M-V/def2-TZVPD) for 8 unconnected molecules or ions with the total composition C40H83N2O23.

Computed properties:
**E_tot**: -3413.79492 hartree
**Spin multiplicity**: 1
**Total charge**: +1
**E_LUMO**: -2.503 eV

The geometry in XYZ format:
```
148
Properties=species:S:1:pos:R:3:forces:R:3
C -0.58270 -9.00466 3.07004 -0.03 0.10 -0.08
H 5.61218 -6.46585 -6.34799 0.00 0.01 0.00
O 0.05339 -9.41636 4.29875 -0.03 -0.07 0.01
H 4.07423 4.03704 -0.67246 -0.03 0.05 -0.02
H -1.43131 6.72907 -2.15634 -0.01 -0.02 -0.01
H 0.49352 -7.71979 -6.82903 -0.01 -0.01 -0.02
C 4.66175 -6.07611 -6.70487 0.01 -0.03 -0.01
H -2.91639 8.51400 7.46952 -0.01 0.01 0.00
H -1.01419 0.40788 3.01031 0.03 -0.05 -0.09
C 1.03414 -10.30387 4.15886 0.09 0.12 0.00
C 0.88846 -7.96784 -1.53913 0.01 -0.05 -0.06
C 2.55009 -11.58007 5.37688 0.01 0.00 0.03
C 3.95758 -1.81167 1.22336 -0.17 -0.21 -0.13
H -2.00888 8.15029 -1.26374 0.01 -0.04 0.03
C 0.25862 4.24657 3.58770 0.08 0.05 0.10
C 0.62764 -6.73495 -7.26555 0.02 -0.05 0.05
H -0.94237 7.99832 3.03896 0.13 0.01 -0.01
H 0.76504 3.84832 4.48373 -0.04 0.02 -0.01
H 4.24808 -6.72731 -7.46883 0.00 0.01 -0.01
C -5.22598 7.72882 5.38675 -0.02 0.09 -0.03
H -3.74350 6.43263 -3.11930 0.00 0.07 -0.04
H 2.80611 5.28470 -0.78947 0.02 -0.01 0.05
H -3.18276 3.29644 1.12970 -0.03 0.07 -0.06
H -3.75627 6.34863 -1.35527 -0.03 0.04 0.02
H 4.49081 -4.27271 3.15523 -0.02 0.03 0.01
H 1.56080 0.43573 3.38295 -0.02 0.04 0.02
C -1.82387 5.03324 1.05986 -0.32 0.06 -0.11
C 4.08481 -5.42338 -4.54514 -0.08 0.09 0.02
H -0.06834 -8.44753 -1.34695 0.00 0.01 0.01
H -0.02053 4.74843 -0.10357 -0.01 -0.03 0.07
O -5.67718 9.66740 -2.94149 0.01 0.03 0.02
O -5.31977 8.02386 4.09256 0.04 -0.03 0.02
C -7.70466 8.42390 3.72884 0.04 0.05 0.05
O 0.27207 -4.82259 -0.17796 0.01 0.02 -0.06
H -0.89546 -3.92179 -10.78341 0.03 -0.01 0.03
H 4.90826 -4.11932 1.44114 0.00 0.04 -0.02
H -3.94942 4.78959 0.59429 0.05 -0.11 -0.05
O -0.40459 -5.90975 -10.47881 0.06 -0.02 0.01
H 1.84131 -3.82206 1.69871 -0.02 0.04 0.03
O -5.99509 7.06243 6.02762 0.00 -0.03 0.00
H -8.56094 8.08767 3.14402 0.00 0.00 0.00
H 3.36282 -11.26581 4.72564 0.00 0.00 -0.01
H 1.46519 5.50779 1.37782 0.02 -0.07 -0.07
C -6.51221 7.54433 3.43366 -0.05 -0.07 -0.09
H -6.25672 7.56742 2.37605 0.02 0.02 0.01
O 5.16042 -4.91159 -4.37353 0.03 -0.01 -0.01
H -1.07055 -4.72716 1.40578 0.03 -0.07 -0.04
H 6.23816 -2.56383 3.72518 0.01 -0.03 0.01
H 2.16450 -3.03176 -3.00943 -0.02 0.01 0.03
H 2.66548 4.90519 2.52115 -0.06 0.05 -0.02
H 6.94510 -3.96317 2.90847 0.00 0.00 0.00
H 1.63985 -8.37000 -0.86220 -0.01 0.01 0.02
O 3.07674 -5.44900 -3.67337 0.02 -0.05 -0.04
H 2.57193 -5.15530 -1.75439 0.07 0.07 -0.13
C 4.90187 -3.60557 2.40126 0.01 -0.18 0.00
H 1.27216 -5.28530 -12.46766 -0.01 0.01 -0.02
C -0.58530 6.32971 4.34448 -0.08 -0.05 0.15
O 1.46036 -10.73896 3.11952 -0.03 -0.05 -0.02
H -1.07382 -8.06759 3.32395 0.01 -0.01 0.04
C 3.31602 -4.74964 -2.43855 -0.01 0.00 0.27
H 6.68902 -2.46416 2.01130 0.00 -0.02 -0.02
H 0.02525 0.28585 1.60659 0.06 0.12 0.00
C -0.30035 0.96488 2.40215 -0.02 -0.07 0.02
O 0.77984 -6.54471 -1.37347 -0.10 -0.04 0.02
O 3.69368 -6.06010 -5.64770 0.00 -0.06 -0.05
H -7.48945 9.45856 3.46211 -0.01 0.00 -0.02
H -0.79498 3.95048 3.66815 0.06 -0.02 -0.04
H 0.07701 -5.98926 -6.69624 0.00 0.02 -0.01
H 0.74422 -3.60851 -12.66609 0.00 0.00 0.00
O 0.41161 -4.60560 -8.82011 0.06 0.01 0.00
H -2.10599 -9.64354 1.71281 0.00 0.00 0.00
C 0.93072 -4.26771 2.09909 0.08 -0.04 -0.03
H 2.75970 -0.56097 -0.73406 0.03 -0.13 0.07
H -6.69132 6.51234 3.73368 0.00 0.01 0.04
O -4.24870 8.53551 -4.27332 0.05 0.04 -0.01
H 2.17811 -12.54870 5.04759 0.00 0.00 -0.02
N -0.97428 2.10459 1.81231 0.03 0.02 0.14
O 0.38322 5.63751 3.55344 -0.11 0.03 -0.21
C 3.42682 4.70061 -0.10401 0.07 0.01 -0.05
O -0.05541 -6.88106 0.69603 -0.06 0.01 -0.01
H 1.56153 -4.10293 -11.17829 -0.01 0.01 0.00
H 0.58493 1.57537 4.31544 -0.03 0.14 -0.09
O 1.49459 -10.61268 5.37188 -0.03 -0.02 0.01
O 3.94269 -2.51865 2.33910 0.08 0.15 0.13
H 3.82718 0.61310 0.05642 0.03 -0.03 0.01
H 0.63337 -3.70555 2.98560 -0.02 0.01 -0.01
C -0.06985 3.09032 1.24643 -0.03 -0.06 0.01
H 2.17633 2.10351 1.89082 0.12 0.10 0.04
H -0.40503 6.13821 5.40975 0.11 0.00 -0.06
H -7.97033 8.37862 4.78383 0.00 -0.02 -0.01
H -1.11041 8.35112 4.75114 0.08 0.05 -0.03
H 0.17647 -8.79825 2.32018 0.03 -0.04 0.01
H -1.19761 -5.05515 -12.11031 0.00 -0.02 0.01
H -1.97172 5.90219 0.41319 0.13 -0.01 0.06
H -6.84303 11.11975 -3.71319 0.01 0.01 0.00
C 0.89228 1.29553 3.30782 0.03 -0.16 0.12
H -1.27713 3.57682 -0.41337 0.05 0.02 0.01
H -0.41293 -3.20769 0.77980 0.00 0.00 0.00
O -4.11429 8.29935 5.86113 0.08 -0.03 0.00
C 3.15091 -3.25497 -2.59991 -0.07 -0.01 -0.10
C -0.51200 7.80176 4.02245 -0.23 -0.02 -0.01
H -1.66820 2.50270 2.43028 0.00 0.03 -0.04
C -3.56366 7.00070 -2.20716 0.09 -0.16 0.02
C -0.16502 -4.23136 1.05782 -0.03 0.07 0.04
H 4.04076 5.38081 0.49420 -0.01 -0.07 0.00
H -1.58416 5.93554 4.11099 0.04 0.02 0.03
C 0.85944 -4.42056 -11.94764 0.04 -0.05 0.03
C 0.08173 -5.67716 -9.26218 -0.12 0.02 0.01
C -2.15290 7.54831 -2.16289 -0.01 0.13 0.05
H -1.95031 8.17726 -3.02787 -0.02 -0.05 -0.04
O 3.03629 -0.83205 1.33427 -0.02 0.08 0.07
H -3.95971 7.06255 7.53090 -0.01 0.00 0.00
O 4.62148 -2.00649 0.24362 0.14 0.11 0.03
H 2.06610 0.63457 0.37310 0.01 0.03 -0.13
O 0.12038 -6.83246 -8.60088 0.01 -0.02 -0.01
C -4.76834 8.73738 -3.20724 -0.08 -0.11 0.00
C -0.78201 4.13528 0.38664 -0.08 -0.02 0.00
H 1.14998 -5.29095 2.40066 -0.05 -0.01 0.00
H 1.68295 -6.47303 -7.27325 -0.01 0.05 0.01
C 0.29457 -6.15777 -0.20107 0.03 -0.03 0.09
H -1.08006 -10.95701 2.30500 0.01 0.01 -0.02
C 0.90539 3.65425 2.32122 -0.01 0.01 0.09
O 2.61297 3.87883 0.72600 0.02 0.02 0.02
C -6.02050 10.50183 -4.05748 -0.03 0.02 0.00
H -2.31284 -10.25129 3.36343 -0.02 0.02 -0.02
H 4.80347 -5.07258 -7.10182 0.01 0.01 0.02
H 3.90994 -2.84610 -3.26554 0.02 -0.01 0.02
C 6.27638 -3.11192 2.78352 -0.04 0.09 0.00
H 3.25468 -2.77538 -1.62575 0.01 -0.02 -0.04
H -1.45651 5.43805 2.00073 0.16 0.01 -0.03
H 1.18981 -8.11463 -2.57087 0.02 0.02 0.00
O -4.54330 8.04121 -2.08635 0.02 0.05 0.01
H 0.51655 8.16132 4.04528 -0.04 -0.01 0.07
C -3.20509 4.37750 1.27640 0.01 0.04 0.19
N 1.70311 2.42578 2.74280 -0.09 -0.27 -0.18
H 0.56971 2.52651 0.55402 -0.02 0.10 -0.02
H -5.17181 11.12214 -4.33905 0.01 -0.02 -0.01
C -1.58046 -10.03140 2.58599 0.02 -0.06 0.06
H 4.31084 -5.00123 -2.07158 0.04 0.02 -0.06
H 2.88656 -11.63681 6.40720 -0.01 -0.01 0.00
C -3.90654 8.11676 7.26721 0.02 0.00 0.00
H -4.65304 8.66831 7.83537 -0.02 -0.02 0.00
C 1.95129 4.60032 1.74103 -0.01 -0.06 0.03
C 2.93295 0.00260 0.17995 -0.08 0.19 -0.02
H -3.58451 4.57159 2.28343 0.02 -0.04 -0.04
H 2.44038 2.69991 3.39384 -0.04 -0.01 0.05
C -0.48418 -4.76055 -11.34364 -0.06 0.07 -0.06
H -6.32593 9.89581 -4.90713 0.00 -0.01 0.00
```
Forces are in eV/Å.